Computed, not measured: C64H130F18N7O18S6 as an isolated structure at a distorted geometry, with ωB97M-V/def2-TZVPD.

The total charge is +1. For the frontier orbital gap, the calculation gives 6.0 eV. The LUMO energy is -2.7 eV. The value obtained for the HOMO energy is -8.7 eV. For the energy above the lowest of the compared OMol25 structures with the same formula, charge and spin, the calculation gives 1748.04 kcal per mole.

XYZ file:
```
243
C64H130F18N7O18S6 ωB97M-V/def2-TZVPD
C -0.782 1.108 2.791
C -0.430 1.718 4.145
C 0.888 1.179 4.721
N 1.805 2.063 5.610
C 2.697 1.117 6.415
C 2.657 3.035 4.794
C 1.929 4.323 4.642
C 1.072 4.361 5.936
C 0.993 3.008 6.577
H -0.289 1.550 1.925
H -1.842 1.159 2.544
H -0.660 0.030 2.680
H -1.344 1.599 4.727
H -0.326 2.794 4.285
H 1.513 0.741 3.943
H 0.629 0.359 5.391
H 2.200 0.812 7.337
H 3.603 1.590 6.793
H 3.076 0.364 5.724
H 3.660 3.080 5.220
H 2.759 2.610 3.796
H 2.439 5.285 4.670
H 1.276 4.291 3.770
H 1.475 5.068 6.661
H 0.141 4.882 5.713
H 1.426 2.975 7.577
H -0.002 2.564 6.601
C 1.918 6.514 -2.845
C 2.829 5.243 -2.934
C 2.134 3.909 -2.857
N 3.116 2.636 -2.774
C 4.055 2.820 -1.553
C 3.909 2.471 -4.068
C 4.441 0.967 -3.979
C 3.306 0.154 -3.290
C 2.388 1.253 -2.625
H 1.144 6.132 -2.179
H 1.639 6.771 -3.866
H 2.406 7.381 -2.399
H 3.582 5.408 -2.163
H 3.373 5.281 -3.878
H 1.626 3.623 -3.778
H 1.572 3.831 -1.926
H 4.639 1.911 -1.408
H 3.541 3.194 -0.667
H 4.710 3.663 -1.774
H 4.616 3.301 -4.040
H 3.311 2.450 -4.979
H 5.309 1.113 -3.337
H 4.672 0.568 -4.967
H 3.825 -0.599 -2.697
H 2.934 -0.427 -4.134
H 2.196 1.028 -1.576
H 1.432 1.302 -3.147
C 5.555 -1.002 2.651
C 5.389 -2.589 2.914
C 4.592 -3.264 1.761
N 4.602 -4.729 2.001
C 3.741 -5.096 3.281
C 6.024 -5.404 2.111
C 5.796 -6.781 1.439
C 4.678 -6.663 0.465
C 3.937 -5.387 0.757
H 6.050 -0.574 3.523
H 4.614 -0.452 2.623
H 6.274 -0.726 1.880
H 4.903 -2.777 3.872
H 6.360 -3.075 3.010
H 5.034 -3.056 0.786
H 3.562 -2.954 1.583
H 2.737 -4.674 3.298
H 4.266 -4.831 4.199
H 3.592 -6.173 3.208
H 6.290 -5.492 3.165
H 6.722 -4.705 1.651
H 5.648 -7.333 2.368
H 6.751 -7.173 1.090
H 4.126 -7.601 0.533
H 5.153 -6.691 -0.516
H 2.883 -5.492 1.013
H 4.027 -4.736 -0.112
C -1.715 1.212 -1.848
C -0.318 0.601 -1.565
C -0.384 -0.582 -0.556
N 1.013 -1.089 -0.053
C 2.102 -1.165 -1.143
C 1.438 -0.149 1.195
C 2.133 -1.140 2.120
C 1.950 -2.594 1.577
C 0.858 -2.461 0.498
H -2.502 0.743 -2.439
H -1.517 2.147 -2.372
H -2.160 1.577 -0.923
H 0.370 1.403 -1.300
H -0.012 0.174 -2.520
H -0.823 -1.461 -1.030
H -0.920 -0.208 0.316
H 2.338 -0.169 -1.517
H 1.774 -1.785 -1.977
H 3.036 -1.631 -0.830
H 2.061 0.743 1.133
H 0.485 0.214 1.581
H 3.180 -0.914 2.323
H 1.652 -1.091 3.097
H 2.863 -2.911 1.074
H 1.603 -3.305 2.328
H 0.708 -3.283 -0.201
H -0.117 -2.435 0.985
C -4.233 -5.069 1.942
C -3.082 -4.940 0.930
C -3.665 -4.256 -0.352
N -2.641 -3.911 -1.488
C -1.859 -5.136 -1.962
C -1.755 -2.663 -1.238
C -1.363 -2.083 -2.628
C -2.558 -2.525 -3.554
C -3.454 -3.420 -2.737
H -5.214 -5.337 1.550
H -4.354 -4.082 2.388
H -3.824 -5.788 2.652
H -2.614 -5.899 0.705
H -2.268 -4.420 1.434
H -4.141 -3.294 -0.164
H -4.302 -4.986 -0.852
H -2.526 -5.931 -2.294
H -1.305 -5.535 -1.112
H -1.189 -4.818 -2.761
H -0.785 -2.989 -0.863
H -2.202 -1.898 -0.603
H -0.355 -2.204 -3.025
H -1.319 -1.019 -2.397
H -2.248 -3.017 -4.475
H -3.125 -1.651 -3.876
H -3.914 -4.282 -3.220
H -4.199 -2.760 -2.293
C -4.160 -1.331 -1.897
C -4.187 -0.456 -3.144
C -5.624 0.185 -3.220
N -5.739 1.651 -2.704
C -7.252 2.161 -2.537
C -7.987 2.307 -3.841
C -7.213 3.341 -4.844
C -5.627 3.007 -4.842
C -4.953 2.747 -3.439
C -5.079 1.685 -1.230
H -4.840 -2.182 -1.862
H -4.289 -0.719 -1.004
H -3.160 -1.677 -1.636
H -3.796 -1.109 -3.924
H -3.465 0.362 -3.153
H -6.396 -0.377 -2.695
H -5.928 0.160 -4.267
H -7.756 1.507 -1.825
H -7.175 3.109 -2.004
H -8.219 1.315 -4.230
H -8.952 2.654 -3.472
H -7.793 3.440 -5.761
H -7.175 4.268 -4.271
H -5.368 2.011 -5.201
H -5.138 3.554 -5.648
H -3.880 2.568 -3.505
H -5.130 3.657 -2.866
H -5.454 2.600 -0.771
H -4.007 1.489 -1.259
H -5.628 0.898 -0.713
C -3.913 1.576 1.388
C -3.596 2.761 0.464
C -2.287 3.478 0.630
N -1.963 4.480 -0.622
C -3.073 5.576 -0.482
C -2.758 6.967 -1.261
C -1.203 7.440 -1.106
C -0.205 6.338 -1.365
C -0.486 5.079 -0.560
C -2.067 3.925 -2.044
H -4.975 1.501 1.623
H -3.500 1.660 2.393
H -3.626 0.573 1.071
H -4.424 3.465 0.541
H -3.757 2.320 -0.520
H -1.387 2.865 0.607
H -2.240 4.046 1.559
H -3.185 5.741 0.589
H -3.980 5.131 -0.893
H -3.451 7.760 -0.981
H -3.008 6.769 -2.304
H -1.099 7.659 -0.044
H -0.991 8.231 -1.825
H 0.778 6.769 -1.179
H -0.071 5.922 -2.364
H -0.347 5.170 0.517
H 0.173 4.261 -0.851
H -3.063 3.523 -2.233
H -1.280 3.219 -2.308
H -1.906 4.780 -2.701
C 0.195 -5.475 1.516
F -0.218 -5.646 0.281
F 1.187 -4.512 1.699
F -0.861 -5.088 2.327
S 0.711 -7.177 2.189
O 0.568 -7.169 3.659
O -0.172 -8.159 1.547
O 2.117 -7.369 1.778
C -0.509 3.559 -4.231
F 0.316 3.560 -5.262
F 0.223 3.388 -3.133
F -0.984 4.734 -4.277
S -1.921 2.239 -4.281
O -2.575 2.398 -5.595
O -1.216 0.939 -4.073
O -2.773 2.618 -3.178
C 4.957 1.016 1.450
F 3.845 0.632 2.166
F 4.871 2.340 1.298
F 6.155 0.760 2.063
S 5.051 0.125 -0.347
O 3.742 0.429 -1.033
O 6.307 0.683 -1.014
O 5.154 -1.325 -0.032
C 2.835 -4.598 -2.258
F 2.603 -5.367 -3.305
F 3.991 -4.922 -1.605
F 3.104 -3.411 -2.683
S 1.163 -4.535 -1.184
O 0.369 -3.468 -1.816
O 0.489 -5.829 -1.357
O 1.567 -4.309 0.177
C -4.066 -1.175 1.107
F -4.782 -0.150 1.437
F -4.706 -2.294 1.618
F -3.922 -1.260 -0.195
S -2.239 -1.071 1.854
O -1.511 -2.218 1.216
O -1.702 0.263 1.360
O -2.424 -1.373 3.253
C 2.395 -2.074 6.629
F 1.338 -2.812 6.907
F 2.167 -0.887 7.129
F 3.457 -2.691 7.195
S 2.696 -1.926 4.701
O 3.840 -1.112 4.448
O 2.926 -3.322 4.319
O 1.414 -1.431 4.197
```

Here are the Löwdin charges for atoms 1 to 8, given in e:
1. C -0.1784
2. C -0.1376
3. C -0.0769
4. N -0.1788
5. C 0.0127
6. C -0.1007
7. C -0.1443
8. C -0.1712